1.
Molecular formula: C5H12N2
Method: DFT, ωB97M-V/def2-TZVPD

Cartesian coordinates (Å):
C -0.41517 -1.65357 -2.02050
C 0.69376 1.21425 -0.39925
C -1.13481 -0.87550 -0.98076
N -2.22442 -0.86696 -0.43719
H -2.94385 -1.56214 -0.68278
H 0.49616 -2.07790 -1.59741
H -0.11987 -0.99263 -2.83665
H -1.04923 -2.45969 -2.41374
H 0.59217 2.29541 -0.28148
H -0.26881 0.71134 -0.77936
H 1.47326 0.98472 -1.12493
C -0.13064 0.83550 1.97731
C 0.90316 0.45606 0.91702
N 2.25349 0.64751 1.21287
H 2.33799 1.15173 2.10074
H 0.69266 -0.60826 0.60298
H -0.05459 1.90183 2.21107
H -1.14710 0.62835 1.63691
H 0.04584 0.26995 2.89514

Forces on atoms 1 to 6 (eV/Å):
C -0.13 -0.13 -0.06
C -1.29 -0.49 -0.50
C -0.02 -0.57 -0.36
N -0.54 -0.02 0.25
H 0.13 0.00 -0.06
H -0.03 0.00 -0.01

Summary:
- multiplicity = 1
- relative energy (zero: lowest compared OMol25 entry of this formula, charge and spin) (kJ/mol) = 474.5
- calculated total energy (eV) = -8355.21884
- frontier orbital gap (alpha / beta) (eV) = 9.2489 / 7.6067



2.
Molecular formula: C7H14OS2
Method: DFT, ωB97M-V/def2-TZVPD

Cartesian coordinates (Å):
C 1.57419 -0.59618 -0.10545
C -0.67794 -1.61931 -1.46017
C -0.75111 0.75744 1.63089
C -2.52747 0.63604 -0.19170
C 4.21870 0.73607 0.13780
C -0.37155 -0.29519 -0.77666
C -1.26444 -0.03466 0.45307
O -1.69979 -1.25613 1.07501
S 2.04323 -2.10531 0.10706
S 2.40097 0.93685 -0.10166
H 0.01131 -2.44385 -1.00735
H -0.49690 -1.62652 -2.50530
H -1.70309 -1.83690 -1.36069
H -0.82239 1.87829 1.68451
H 0.32423 0.54478 1.85052
H -1.32853 0.42997 2.45667
H -2.57616 0.62641 -1.31050
H -2.42247 1.72733 0.06196
H -3.45942 0.22270 0.12291
H 4.64227 0.51992 1.14221
H 4.51693 1.77141 -0.28269
H 4.49869 -0.17555 -0.41876
H -0.21591 0.50313 -1.43727
H -1.00968 -1.79135 1.36134

Forces on atoms 1 to 6 (eV/Å):
C -1.81 2.33 -0.44
C 2.04 -0.74 1.16
C 1.95 1.82 0.34
C 1.06 1.60 -0.72
C -0.18 0.14 -0.53
C 2.02 -2.45 2.07

Summary:
- multiplicity = 3
- calculated total energy (eV) = -31198.70072
- expectation value of S² = 2.011
- frontier orbital gap (alpha / beta) (eV) = 6.5013 / 6.2754



3.
Molecular formula: C6H12O2
Method: DFT, ωB97M-V/def2-TZVPD

Cartesian coordinates (Å):
C -0.05039 -0.75002 -0.63384
C 1.04398 0.22156 -0.52634
C -0.91582 0.90100 -0.43845
C 0.36933 1.34542 0.23476
C -0.40375 -1.68268 0.49091
C -2.18870 0.83245 0.36389
O 2.23096 -0.62603 0.17376
O 3.48612 -0.20162 -0.39362
H 4.07987 -0.90053 -0.09022
H -0.11701 -1.23877 -1.60402
H 1.46757 0.53188 -1.48064
H -1.07217 1.35784 -1.41374
H 0.36503 1.18586 1.31049
H 0.74041 2.34092 0.00426
H -1.44422 -2.00193 0.41239
H 0.21376 -2.57797 0.42574
H -0.24259 -1.22016 1.46069
H -2.97172 0.30789 -0.18340
H -2.55302 1.84265 0.56964
H -2.03766 0.33224 1.31774

Forces on atoms 1 to 6 (eV/Å):
C -2.59 2.70 -0.57
C 3.85 -1.90 1.70
C -0.08 -2.61 -0.24
C 0.60 -0.30 -0.28
C 0.16 0.11 -0.04
C -0.02 0.25 -0.12

Summary:
- multiplicity = 1
- relative energy (zero: lowest compared OMol25 entry of this formula, charge and spin) (kJ/mol) = 517.5
- calculated total energy (eV) = -10506.94327
- SMILES = C[C@H]1[C@@H](C)C[C@H]1OO
- frontier orbital gap (eV) = 9.9177



4.
Molecular formula: C14H43NO7
Method: DFT, ωB97M-V/def2-TZVPD

Cartesian coordinates (Å):
O -16.52688 -2.62477 -21.02762
H -17.03716 -1.87236 -21.34577
H -15.65828 -2.26092 -20.79801
C -15.44511 -6.15573 -23.04137
C -15.38749 -5.63695 -21.61184
O -16.67871 -5.34752 -21.08396
H -14.47434 -6.59565 -23.27912
H -15.71885 -5.34439 -23.71618
H -16.17808 -6.95289 -23.16918
H -14.71148 -4.77813 -21.55123
H -14.92500 -6.39364 -20.96622
H -16.70747 -4.39397 -20.92660
C -15.46708 -2.55526 -24.43341
C -16.67472 -2.28773 -25.31658
O -17.65568 -1.59196 -24.52507
H -14.60798 -3.05585 -24.87727
H -15.78597 -3.05300 -23.51763
H -15.08402 -1.56605 -24.14843
H -17.15257 -3.20254 -25.66957
H -16.39382 -1.68840 -26.18323
H -17.77905 -0.71895 -24.90651
C -20.37893 -4.10834 -21.91025
C -19.28240 -4.11723 -22.96416
O -18.70215 -5.40528 -23.11715
H -21.14581 -4.85607 -22.09266
H -20.89924 -3.13921 -21.95607
H -19.96246 -4.16340 -20.90372
H -18.48968 -3.39590 -22.74033
H -19.72590 -3.84015 -23.92432
H -17.96380 -5.47150 -22.49409
C -11.87647 -1.53592 -20.59706
C -13.30525 -1.29488 -21.02188
O -14.19085 -1.41787 -19.88658
H -11.66437 -0.97123 -19.68531
H -11.11971 -1.21392 -21.31269
H -11.73678 -2.59007 -20.36054
H -13.67197 -2.04369 -21.72616
H -13.46589 -0.32467 -21.49901
H -14.18019 -0.59691 -19.38649
C -20.18966 -0.68922 -20.44024
C -19.78798 -0.46943 -21.88284
O -18.37108 -0.59944 -22.02006
H -19.67037 0.00759 -19.78271
H -20.03018 -1.71528 -20.11014
H -21.26319 -0.49813 -20.33350
H -20.11724 0.51795 -22.21720
H -20.28942 -1.20494 -22.51938
H -18.20913 -1.20379 -22.76072
C -17.11259 -5.18932 -15.11160
C -18.35980 -4.96031 -15.95416
C -18.09645 -4.05780 -17.15927
O -17.62587 -2.79229 -16.73738
C -17.21105 -2.02530 -17.83711
N -18.94084 -6.23566 -16.36724
H -17.41312 -5.47695 -14.10340
H -16.54286 -4.26176 -15.03556
H -16.45025 -5.96173 -15.50482
H -19.09147 -4.44152 -15.32990
H -19.04768 -3.95993 -17.70495
H -17.36546 -4.50235 -17.84984
H -18.01767 -1.89285 -18.57146
H -16.33441 -2.44225 -18.33604
H -16.99700 -1.00394 -17.51027
H -19.84711 -6.07284 -16.78283
H -18.32849 -6.74797 -16.98565

Forces on atoms 1 to 6 (eV/Å):
O 0.40 -0.14 -0.15
H -0.40 0.23 0.13
H -0.14 0.08 0.36
C 0.00 0.01 0.28
C 0.16 -0.68 0.22
O 0.26 -0.11 -0.25

Summary:
- multiplicity = 1
- relative energy (zero: lowest compared OMol25 entry of this formula, charge and spin) (kJ/mol) = 12.2
- calculated total energy (eV) = -31036.81266
- SMILES = COC[C@H](C)N.CCO.CCO.CCO.CCO.CCO.O
- frontier orbital gap (eV) = 9.3961



5.
Molecular formula: C45H40CeFNPS8
Method: DFT, ωB97M-V/def2-TZVPD

Cartesian coordinates (Å):
Ce 0.59168 0.97446 1.19271
S -1.87129 4.02727 3.71690
C -0.76093 2.96260 3.23344
S -1.12640 1.22044 3.37907
S 0.69489 3.55895 2.52573
C -5.69959 -2.63402 5.27390
C -6.09274 -2.58347 3.91209
C -5.24720 -2.17591 2.86676
C -3.92868 -1.74126 3.19264
C -3.51571 -1.88219 4.50795
C -4.39282 -2.22520 5.56468
P -2.79317 -1.06706 1.95154
C -3.87969 -0.29721 0.75371
C -3.63624 -0.44622 -0.60456
C -4.50068 0.15773 -1.54611
C -5.50747 1.02854 -1.17069
C -5.76672 1.23208 0.21241
C -4.96682 0.56286 1.12258
C -2.06364 -2.46704 1.07899
C -2.96462 -3.43022 0.65101
C -2.56941 -4.65052 0.05912
C -1.24776 -4.78290 -0.27240
C -0.29756 -3.77250 0.01308
C 1.04035 -3.93103 -0.45863
C 1.91478 -2.92177 -0.20367
C 1.53492 -1.66391 0.37659
C 0.25043 -1.44838 0.80426
C -0.67069 -2.56641 0.72471
H -6.49048 -2.83323 5.97387
H -7.10647 -2.82303 3.69858
H -5.60082 -2.05014 1.83674
H -2.51035 -1.52281 4.72405
H -4.09679 -2.14897 6.58222
H -2.73738 -0.99561 -0.92283
H -4.24292 -0.02942 -2.61979
H -5.98632 1.59980 -1.92571
H -6.62878 1.77580 0.55266
H -5.28653 0.57912 2.14740
H -4.02330 -3.25992 0.80745
H -3.25869 -5.50133 -0.07390
H -0.92539 -5.70970 -0.69232
H 1.32722 -4.82119 -0.97783
H 2.94293 -3.07866 -0.41926
H 2.33371 -0.98836 0.73440
C 4.37544 3.01682 -2.78395
C 3.76752 2.18640 -1.58686
C 4.91372 1.92920 -0.57655
C 3.08529 0.94496 -2.11625
C 3.80135 0.00262 -2.89124
C 3.15741 -0.97460 -3.62426
C 1.78872 -1.04230 -3.60473
C 0.99983 -0.14248 -2.94190
C -0.47676 -0.14542 -3.24459
C -0.77995 0.64144 -4.53115
C -1.14787 -1.51379 -3.37556
C 1.63916 0.85187 -2.06737
N 0.87156 1.60691 -1.23628
C 0.12399 2.70238 -1.60415
C 0.43174 3.57062 -2.70274
C -0.15763 4.78266 -2.86300
C -0.98709 5.35147 -1.84062
C -1.31034 4.55586 -0.70322
C -0.87202 3.26294 -0.71682
F -1.18308 2.50554 0.43787
H 4.86136 3.92572 -2.41927
H 3.60046 3.26787 -3.52163
H 5.11981 2.44249 -3.26207
H 3.01654 2.81126 -1.11214
H 5.76522 1.32207 -1.08159
H 4.71437 1.42494 0.33219
H 5.35878 2.91657 -0.28952
H 4.89383 0.12169 -2.96470
H 3.70248 -1.80964 -4.15754
H 1.33031 -1.90656 -4.11907
H -0.95410 0.31452 -2.35817
H -0.39619 0.09785 -5.38918
H -0.23650 1.59586 -4.50074
H -1.85101 0.85845 -4.63045
H -0.74687 -2.17633 -4.16867
H -2.15978 -1.39763 -3.74542
H -1.10155 -2.04940 -2.44403
H 1.22299 3.24584 -3.38188
H 0.00085 5.39088 -3.73290
H -1.23852 6.43743 -1.82595
H -2.00922 4.91498 0.07941
C 6.43405 -2.50187 3.38893
S 4.72843 -1.92114 3.01126
C 4.82942 -0.18955 3.24860
C 3.71741 0.60373 3.51967
S 2.03717 0.04613 3.36229
S 4.10392 2.15517 4.12444
C 5.77692 2.25163 3.49073
S 6.64833 3.60945 3.53663
S 6.28392 0.66670 2.85410
H 6.44817 -3.55030 3.25280
H 6.68288 -2.26926 4.42342
H 7.13829 -1.97268 2.77024

Forces on atoms 1 to 6 (eV/Å):
Ce 0.26 0.58 0.44
S -1.70 1.49 0.83
C 0.63 -1.45 -0.09
S 0.17 1.03 -0.25
S 0.80 -0.41 -0.24
C 0.71 1.02 -2.02

Summary:
- total charge = -2
- multiplicity = 2
- calculated total energy (eV) = -160422.92214
- expectation value of S² = 0.751
- frontier orbital gap (alpha / beta) (eV) = 5.2703 / 5.2763



6.
Molecular formula: C2H6OS2
Method: DFT, ωB97M-V/def2-TZVPD

Cartesian coordinates (Å):
C 0.53836 -1.27903 0.57893
C -0.28735 0.52083 -0.24297
O -0.73370 -0.05246 -1.36330
S 1.11667 1.67070 -0.38600
S -1.55590 1.04909 0.85021
H 1.37964 -1.37307 -0.03510
H 0.71779 -0.76531 1.49061
H -0.24095 -2.08864 0.51416
H -0.11716 -0.12195 -2.09622
H 1.70602 1.26336 0.81331
H -2.52342 1.17648 -0.12363

Forces on atoms 1 to 6 (eV/Å):
C -2.88 2.75 -0.54
C 2.79 -3.78 1.82
O -1.88 0.51 -2.06
S 0.44 -0.54 0.86
S -1.32 0.15 -0.33
H 1.15 -0.29 -0.84

Summary:
- multiplicity = 1
- relative energy (zero: lowest compared OMol25 entry of this formula, charge and spin) (kJ/mol) = 235.6
- calculated total energy (eV) = -25886.25446
- frontier orbital gap (eV) = 8.6202